No. 1
The following is a quantum chemistry calculation of 2 unconnected molecules or ions with the total composition C5H8IN2O in a non-equilibrium geometry, from the Open Molecules 2025 dataset.

```
17
Properties=species:S:1:pos:R:3:forces:R:3
C 2.10780 -0.72612 -1.64493 1.122 -0.807 0.101
C 2.11621 -0.07477 -0.44451 2.290 1.125 0.456
C -1.92241 -1.39411 3.59017 -2.885 0.937 0.540
C 0.44694 1.22643 0.71304 -1.483 0.869 -0.382
C -0.61193 -1.25585 3.58113 0.228 -0.742 -0.190
N 0.94637 -0.51303 -2.26199 0.360 1.377 2.229
N 0.91536 0.63352 -0.33568 1.354 -0.765 0.938
O 0.17340 0.29391 -1.42398 -1.746 1.170 0.686
I 0.49113 -1.88844 1.80816 -0.467 0.014 1.283
H 2.89157 -1.38764 -2.07091 -0.748 0.734 0.325
H 2.95333 0.27205 0.26049 -1.405 -1.217 -1.367
H 0.30641 -0.70071 -2.97131 -0.203 -1.318 -1.938
H -2.64023 -0.96051 4.37519 1.878 -0.686 -0.336
H -2.65863 -1.78195 2.84494 1.573 0.121 -0.094
H 1.01643 1.53970 1.61976 -0.023 -0.809 -1.301
H -0.60402 1.54068 0.65029 0.557 -0.097 0.004
H 0.00704 -0.99421 4.46184 -0.402 0.093 -0.955
```
Positions in Å, forces in eV/Å.

Results
Calculated total energy = -18429.788 eV
Net charge = +1
Orbital gap = 8.06 eV
Relative energy (zero: lowest compared OMol25 entry of this formula, charge and spin) = 123.8 kcal/mol
LUMO level = -4.32 eV


No. 2
The following is a quantum chemistry calculation of a molecular structure, C5H5NO2 in a non-equilibrium geometry, from the Open Molecules 2025 dataset.

```
13
Properties=species:S:1:pos:R:3:forces:R:3
C -1.12911 -1.75886 0.46043 0.324 -0.014 -0.067
C -0.10026 -0.73902 0.16696 -1.779 3.275 0.172
N 1.12566 -0.83645 -0.04956 2.949 2.533 -0.692
H -1.88226 -1.73264 -0.32853 0.034 -0.043 0.000
H -0.68755 -2.75052 0.53232 -0.053 -0.049 0.020
H -1.62230 -1.48480 1.39457 0.047 -0.067 -0.002
C -0.35072 0.81202 0.11737 -5.294 -2.674 1.491
O -1.00160 1.03487 -1.09853 1.200 0.659 0.281
C 1.52053 0.77230 -0.23364 1.825 -3.941 -0.133
C 2.54199 1.41149 -0.42235 -0.526 -0.463 0.147
O -0.66830 1.41533 1.14365 1.336 0.243 -1.159
H -1.22820 1.97708 -1.12234 -0.071 -0.019 0.004
H 3.48213 1.87921 -0.56037 0.008 0.558 -0.062
```
Positions in Å, forces in eV/Å.

Results
Calculated total energy = -10845.559 eV
Orbital gap = 8.21 eV
Relative energy (zero: lowest compared OMol25 entry of this formula, charge and spin) = 132.7 kcal/mol
LUMO level = -1.48 eV


No. 3
The following is a quantum chemistry calculation of a molecular structure, C23H24InN6O2S in a non-equilibrium geometry, from the Open Molecules 2025 dataset.

```
57
Properties=species:S:1:pos:R:3:forces:R:3
In -0.64156 0.02905 0.91946 0.408 -0.066 0.626
O 5.99894 -1.17245 -3.39454 0.830 -0.174 -0.305
C 4.75974 -0.73955 -3.37494 -0.791 0.203 0.464
O 4.15894 -0.44125 -4.36604 0.281 -0.066 -0.084
C 4.03204 -0.64345 -2.03634 -0.251 0.042 -0.062
C 4.60274 -0.75355 -0.77334 -0.044 0.039 -0.156
C 3.81724 -0.68595 0.36406 -0.570 0.015 0.115
C 2.43094 -0.51095 0.24886 1.249 -0.064 -1.265
C 1.87844 -0.31225 -1.02394 -0.010 -0.090 0.638
C 2.65954 -0.39385 -2.14714 0.248 0.008 -0.178
N 1.55514 -0.49005 1.31636 -1.458 0.189 0.966
C 1.79204 -0.86585 2.51906 0.362 0.002 -0.425
C 0.77794 -0.74755 3.55276 -0.077 -0.116 1.035
C 1.06904 -1.07535 4.87816 -0.007 0.100 -0.563
C 0.08924 -0.89815 5.84746 -0.229 0.144 -0.086
C -1.15306 -0.41705 5.46216 0.132 -0.057 -0.028
C -1.37586 -0.12725 4.11986 -0.256 0.095 0.273
N -0.43216 -0.27885 3.20176 -0.018 0.126 -0.921
H 6.41814 -1.39885 -2.55374 -0.309 0.072 -0.019
H 5.66854 -0.86925 -0.64034 0.092 -0.051 -0.026
H 4.28424 -0.75025 1.33386 0.088 -0.056 0.112
H 0.80704 -0.09185 -1.10394 0.087 -0.091 -0.226
H 2.25724 -0.26005 -3.14044 -0.037 0.006 -0.045
H 2.75284 -1.28255 2.82296 -0.043 0.078 -0.152
H 2.04784 -1.45005 5.14436 0.040 -0.009 -0.031
H 0.29874 -1.11705 6.88536 -0.012 -0.053 0.014
H -1.94136 -0.26425 6.18326 -0.061 0.012 0.024
H -2.33226 0.25125 3.77376 0.033 -0.058 0.130
C 1.61724 3.03015 0.90666 0.190 0.037 0.066
C 0.15134 3.21275 0.89896 0.492 -0.004 -0.031
N -0.77986 2.25925 0.86026 0.245 -1.348 -0.075
C -2.00596 2.88005 0.89296 -0.551 0.541 0.006
C -1.80506 4.22225 0.94616 -0.670 -0.368 -0.002
N -0.45446 4.40425 0.94706 0.164 -0.212 -0.009
H 1.87834 2.01055 0.63196 0.055 0.085 -0.039
H 2.02154 3.24635 1.89726 0.018 -0.035 0.009
H 2.09074 3.71625 0.20486 0.032 -0.055 -0.041
H -2.92516 2.32375 0.87936 -0.140 0.068 -0.026
H -2.50116 5.03625 0.98216 -0.108 0.133 0.011
H 0.00794 5.30445 0.97936 0.068 -0.111 -0.010
C -4.18536 -3.46175 -3.67134 -0.347 -0.393 -0.195
C -3.54136 -2.39265 -2.89624 0.160 0.813 -0.097
C -3.48606 -1.06495 -3.27734 0.133 -0.164 0.282
C -2.77866 -0.14205 -2.49344 -0.260 -0.535 -0.167
N -2.20786 -0.52445 -1.33934 0.221 0.146 0.191
C -2.31616 -1.78955 -0.95254 -0.101 0.005 -0.147
S -1.65196 -2.26705 0.54856 0.468 0.610 0.522
N -2.94466 -2.71175 -1.71644 0.090 0.099 0.111
C -2.62346 1.26095 -2.91814 0.074 0.372 -0.083
H -4.32866 -3.15995 -4.70744 0.047 -0.029 0.064
H -5.17186 -3.68485 -3.25394 -0.031 0.054 0.033
H -3.61536 -4.39095 -3.63644 0.078 0.032 -0.044
H -3.96756 -0.73935 -4.18524 0.011 -0.050 -0.128
H -2.97386 -3.67935 -1.40014 0.018 0.133 -0.024
H -2.16026 1.29795 -3.90634 0.073 0.011 0.024
H -2.02356 1.82465 -2.20384 -0.057 -0.012 -0.098
H -3.59896 1.73595 -3.03594 -0.049 -0.004 0.067
```
Positions in Å, forces in eV/Å.

Results
Calculated total energy = -53262.664 eV
Net charge = +3
Orbital gap = 7.18 eV
Relative energy (zero: lowest compared OMol25 entry of this formula, charge and spin) = 11.7 kcal/mol
LUMO level = -9.78 eV